1.
This record from OMol25 describes a 2-piece molecular cluster, C29H31N3O3S overall in a non-equilibrium geometry. The level of theory is wB97M-V/def2-TZVPD.

Its total charge is 0. The LUMO energy is -1.76 eV. Its energy above the lowest of the compared OMol25 structures with the same formula, charge and spin is 0.0 kJ/mol.

Geometry as XYZ:
```
67
C29H31N3O3S wB97M-V/def2-TZVPD
C 3.51555 5.34590 2.24566
C 2.43403 4.35837 2.56642
C 1.18012 4.47763 1.96227
C 0.14849 3.57714 2.24148
C -1.18080 3.75131 1.57650
C 0.40453 2.54343 3.14249
N -0.66313 1.68799 3.53976
C -1.29773 0.74735 2.77398
C -0.78753 0.30895 1.47310
C -1.72495 -0.41812 0.61826
C -1.29469 -1.18446 -0.41158
C -2.17365 -2.05546 -1.17078
C -1.64518 -3.15706 -1.88849
C -2.49127 -4.10364 -2.46573
C -3.88806 -3.94757 -2.38385
C -4.42444 -2.81745 -1.74806
C -3.58250 -1.86643 -1.16420
O 0.38540 0.56147 1.14542
N -2.20163 0.14338 3.57073
C -3.05560 -0.99092 3.26814
C -2.24191 0.79279 4.80215
C -1.27868 1.73167 4.79534
C 1.64048 2.39381 3.77095
C 1.90982 1.27632 4.72971
C 2.65045 3.31161 3.46543
H 4.39065 5.18573 2.87974
H 3.83889 5.26338 1.20102
H 3.17443 6.37708 2.39330
H 0.98274 5.29329 1.26850
H -2.01416 3.34054 2.15591
H -1.36321 4.82573 1.44153
H -1.19523 3.28991 0.57813
H -2.78425 -0.31045 0.86064
H -0.22643 -1.23782 -0.65721
H -0.55488 -3.24659 -1.93861
H -2.06857 -4.97265 -2.97342
H -4.55294 -4.70017 -2.81639
H -5.50690 -2.67516 -1.70492
H -3.99901 -0.96358 -0.71071
H -3.32334 -1.47117 4.21818
H -3.98009 -0.66284 2.77143
H -2.53320 -1.71710 2.63788
H -2.95329 0.50179 5.55878
H -0.96617 2.43009 5.54917
H 2.99675 1.16791 4.83385
H 1.50537 1.47605 5.73235
H 1.51206 0.31389 4.38363
H 3.62100 3.19443 3.94833
C 0.81194 -1.86446 -7.31099
C 1.38549 -1.87560 -5.92593
C 2.20670 -2.93465 -5.52086
C 2.72989 -2.97625 -4.22720
C 2.40572 -1.95467 -3.33173
S 2.97231 -2.02152 -1.61937
N 1.56480 -2.22082 -0.95855
O 3.84407 -3.18075 -1.56759
O 3.59650 -0.73200 -1.37976
C 1.62338 -0.87240 -3.72621
C 1.10909 -0.84111 -5.02227
H 0.21555 -0.96246 -7.46421
H 1.60404 -1.89681 -8.06770
H 0.16779 -2.73688 -7.46954
H 2.44260 -3.73192 -6.22603
H 3.36662 -3.79334 -3.90791
H 1.70272 -2.50356 0.01664
H 1.41765 -0.07558 -3.02074
H 0.49580 0.00453 -5.33629
```

---

2.
This record from OMol25 describes C29H32AsN3OPdS as an isolated structure. The level of theory is wB97M-V/def2-TZVPD.

Its total charge is 0. The LUMO energy is 0.19 eV. Its energy above the lowest of the compared OMol25 structures with the same formula, charge and spin is 0.0 kJ/mol.

Geometry as XYZ:
```
68
C29H32AsN3OPdS wB97M-V/def2-TZVPD
Pd 0.89604 0.49756 0.47500
S 0.57389 2.85812 0.86395
C -0.95571 3.17337 1.64319
C -1.32629 4.47154 2.01333
C -2.49502 4.69224 2.71950
C -3.33115 3.63769 3.07677
C -2.99203 2.34940 2.69743
C -1.82416 2.13437 1.97529
As -1.31856 0.45084 1.22160
C -2.37368 -0.84039 2.21109
C -2.08130 -1.03082 3.55864
C -2.82646 -1.92343 4.31371
C -3.86433 -2.63146 3.72219
C -4.15412 -2.44306 2.37869
C -3.41231 -1.54751 1.61944
C -2.21672 0.53223 -0.51937
C -1.89257 -0.40983 -1.49312
C -2.49866 -0.35991 -2.74013
C -3.42284 0.63556 -3.02833
C -3.74168 1.57830 -2.06211
C -3.14412 1.52555 -0.80895
H -0.67441 5.29785 1.76105
H -2.75472 5.70310 3.00799
H -4.23770 3.82252 3.63687
H -3.63741 1.51462 2.94467
H -1.26605 -0.48640 4.02207
H -2.59368 -2.06836 5.36032
H -4.44607 -3.33052 4.30849
H -4.96164 -2.99412 1.91431
H -3.64597 -1.40695 0.57214
H -1.15757 -1.17894 -1.28526
H -2.23898 -1.09731 -3.48900
H -3.88939 0.67808 -4.00402
H -4.45779 2.36036 -2.27999
H -3.40063 2.26985 -0.06518
C 4.58017 -2.62511 -2.33255
N 3.96073 -1.44146 -1.76011
C 2.77744 -1.09749 -2.54204
C 3.68156 -1.55379 -0.30982
C 2.39504 -2.26178 0.04167
C 2.45967 -3.65818 0.02263
C 1.36818 -4.45904 0.30016
C 0.18564 -3.82892 0.63753
C 0.13028 -2.44255 0.68418
C 1.20053 -1.58056 0.38225
H 4.90366 -2.40284 -3.35178
H 3.89741 -3.48520 -2.37988
H 5.45788 -2.90733 -1.75036
H 3.08237 -0.73129 -3.52555
H 2.18765 -0.33090 -2.04259
H 2.11489 -1.96210 -2.68952
H 3.65907 -0.55886 0.11534
H 4.53369 -2.07533 0.13137
H 3.41356 -4.12274 -0.20121
H 1.44664 -5.53827 0.27133
H -0.70050 -4.40159 0.88637
H -0.82321 -2.05281 0.99203
C 2.95774 3.78589 -2.69123
N 2.51227 2.92540 -1.61740
C 3.20070 1.87045 -1.15497
N 4.34272 1.52497 -1.80309
O 2.84379 1.22675 -0.13955
H 2.31261 4.65988 -2.72047
H 2.89219 3.28993 -3.66339
H 3.98182 4.13045 -2.53205
H 1.71430 3.20689 -1.05838
H 4.51307 1.92901 -2.70822
H 4.58024 0.53439 -1.73295
```

---

3.
This record from OMol25 describes C29H32BF4MoN11O as an isolated structure in a non-equilibrium geometry. The level of theory is wB97M-V/def2-TZVPD.

Its total charge is +2. The LUMO energy (alpha / beta) is -7.07 / -7.07 eV.

Geometry as XYZ:
```
79
C29H32BF4MoN11O wB97M-V/def2-TZVPD
Mo 0.18774 0.39569 0.02987
C 1.65440 2.87107 -2.34108
C 2.17992 2.75122 -0.91984
N 2.21443 1.35500 -0.42916
C 3.03467 0.51026 -1.34651
C 4.49777 0.89581 -1.55765
C 2.84574 1.34509 0.90192
C 2.68468 -0.01715 1.55603
N 1.34137 -0.49865 1.29201
C 1.02733 -1.76872 1.88569
C 0.58633 -2.75479 0.76745
F 1.12494 -2.40114 -0.47243
C 0.93367 -4.19452 1.00570
F 0.37065 -5.04160 0.13832
C 1.80369 -4.59465 1.93330
C 2.34503 -3.64234 2.86959
F 3.19059 -4.12189 3.77413
C 1.99218 -2.34238 2.86891
F 2.40015 -1.53084 3.85951
H 1.40189 3.90901 -2.54429
H 0.75851 2.26119 -2.44734
H 2.39064 2.55310 -3.07336
H 1.52339 3.31876 -0.26106
H 3.17948 3.19260 -0.85341
H 2.53434 0.51969 -2.31537
H 2.98613 -0.51140 -0.96214
H 4.61027 1.92798 -1.87154
H 4.87852 0.27191 -2.36274
H 5.12221 0.72057 -0.68631
H 2.35588 2.07845 1.54012
H 3.90645 1.61130 0.84525
H 2.88084 0.10777 2.62504
H 3.41858 -0.73979 1.16970
H 2.08088 -5.63110 2.04761
C -0.92633 3.97941 2.46982
C 0.07375 3.25906 1.83263
N -0.42305 2.13141 1.30510
N -1.74160 2.13479 1.60148
C -2.07044 3.22693 2.29334
B -2.54736 0.93430 1.06863
N -1.47685 -0.16986 1.22235
C -1.23443 -0.59306 2.50153
C -0.53547 -1.86060 2.39028
C -0.87783 -2.34646 0.96707
N -1.25107 -1.11709 0.28495
N -2.70800 1.17940 -0.41960
C -3.74498 1.37097 -1.24761
C -3.24144 1.66237 -2.49969
C -1.85863 1.63009 -2.33893
N -1.54016 1.33408 -1.07954
N -3.71028 0.55289 1.91480
C -4.95768 1.06144 2.06860
C -5.54644 0.42638 3.13113
C -4.57265 -0.47165 3.59412
N -3.48932 -0.38193 2.85768
H -0.82994 4.90955 2.98773
H 1.10439 3.54678 1.77288
H -3.07065 3.41165 2.62740
H -1.11454 0.11460 3.30633
H -0.62577 -2.56056 3.21113
H -1.63385 -3.12520 0.82819
H -4.76152 1.28131 -0.91550
H -3.78762 1.85633 -3.39981
H -1.10951 1.80144 -3.08742
H -5.32457 1.83997 1.43274
H -6.53011 0.58095 3.51990
H -4.62841 -1.14583 4.42175
O 0.46655 -0.35144 -1.86879
N 0.21223 -1.18404 -2.85320
C 1.20844 -1.95336 -3.32897
C 1.03214 -2.74656 -4.43923
C -0.18573 -2.73789 -5.10528
C -1.20609 -1.95216 -4.59058
C -0.99055 -1.20471 -3.45292
H 2.14249 -1.91940 -2.79323
H 1.84994 -3.35646 -4.78556
H -0.33959 -3.33507 -5.98960
H -2.17313 -1.91974 -5.06812
H -1.76765 -0.59852 -3.01391
```

---

4.
This record from OMol25 describes C29H32BrN2O4Sn as an isolated structure in a non-equilibrium geometry. The level of theory is wB97M-V/def2-TZVPD.

Its total charge is +1. The LUMO energy is -6.06 eV. Its energy above the lowest of the compared OMol25 structures with the same formula, charge and spin is 0.0 kJ/mol.

Geometry as XYZ:
```
69
C29H32BrN2O4Sn wB97M-V/def2-TZVPD
Sn 0.22304 -1.18475 -0.95005
C -3.84916 -2.89173 -0.65509
O -4.42018 -2.59960 0.63454
C -3.79319 -1.91831 1.57618
C -4.52875 -1.49479 2.65166
C -3.94023 -0.74829 3.69263
C -2.60804 -0.37565 3.67270
C -1.78086 -0.75736 2.61327
C -0.46758 -0.29626 2.59766
N 0.41009 -0.40083 1.57892
N 1.50865 0.20781 1.81662
C 2.41819 0.23505 0.74179
O 2.13370 -0.21351 -0.38268
C 3.69116 0.87911 1.01073
C 4.61414 1.00866 -0.03296
C 5.82960 1.61583 0.20020
C 6.12964 2.09847 1.47186
C 5.21684 1.97416 2.51148
C 3.99561 1.36627 2.28751
C -2.32939 -1.66009 1.55526
O -1.59008 -2.23631 0.76413
H -4.67972 -3.26587 -1.24336
H -3.07186 -3.64422 -0.57394
H -3.44930 -1.98802 -1.11346
H -5.58102 -1.74300 2.67086
H -4.56112 -0.43050 4.51960
H -2.19950 0.23402 4.46793
H -0.12901 0.26303 3.46136
H 4.36056 0.63087 -1.01408
H 6.54881 1.71706 -0.60084
H 7.08398 2.57591 1.65124
H 5.45986 2.35287 3.49484
H 3.27709 1.25960 3.08726
C -1.06206 5.24463 -5.24197
C -2.30861 4.47347 -4.78949
C -2.93027 3.75734 -5.99875
C -3.32282 5.48088 -4.24488
C -1.91762 3.43311 -3.73967
C -0.91466 2.51763 -4.01206
C -0.58086 1.57602 -3.05752
Br 0.76104 0.30349 -3.51579
C -1.17486 1.48074 -1.78918
O -0.78580 0.56707 -0.86871
C -2.21148 2.39503 -1.52067
C -2.54691 3.32854 -2.49741
C -2.96134 2.33872 -0.18287
C -4.12709 3.33035 -0.09979
C -3.55136 0.93344 0.00247
C -2.00165 2.67844 0.96504
H -1.34626 6.02746 -5.94737
H -0.34116 4.59714 -5.74355
H -0.56444 5.71383 -4.39110
H -3.17791 4.48026 -6.77913
H -3.84559 3.23575 -5.71170
H -2.24310 3.02467 -6.42463
H -3.54626 6.22101 -5.01442
H -2.93324 6.01186 -3.37367
H -4.26466 5.00143 -3.97057
H -0.40396 2.51390 -4.96582
H -3.33296 4.02946 -2.27476
H -4.89219 3.12864 -0.85186
H -3.79150 4.36289 -0.21008
H -4.59762 3.24091 0.88113
H -4.26019 0.70859 -0.79734
H -4.08223 0.86857 0.95580
H -2.76280 0.17790 -0.01824
H -1.63974 3.70312 0.86061
H -1.14176 2.01486 0.97391
H -2.52495 2.60479 1.92181
```